C28H77N7O7 | ωB97M-V/def2-TZVPD

Positions of all 119 atoms, in Å:
C (-10.51, -26.48, -17.70)
C (-9.59, -25.55, -16.90)
C (-10.25, -24.96, -15.67)
O (-9.42, -23.88, -15.22)
C (-9.85, -23.24, -14.07)
N (-8.38, -26.34, -16.55)
H (-11.34, -25.91, -18.11)
H (-10.75, -27.27, -17.00)
H (-9.90, -26.86, -18.52)
H (-9.31, -24.71, -17.55)
H (-10.37, -25.76, -14.95)
H (-11.21, -24.57, -16.02)
H (-9.65, -23.78, -13.15)
H (-10.89, -23.05, -14.31)
H (-9.34, -22.27, -14.01)
H (-7.72, -25.64, -16.23)
H (-8.05, -26.81, -17.38)
C (-11.92, -24.07, -6.89)
C (-10.88, -23.59, -7.87)
C (-9.41, -23.86, -7.37)
O (-8.85, -23.07, -6.32)
C (-7.53, -23.31, -6.00)
N (-11.12, -24.26, -9.17)
H (-12.94, -23.93, -7.24)
H (-11.75, -23.74, -5.86)
H (-11.86, -25.16, -6.93)
H (-11.01, -22.52, -8.00)
H (-8.74, -23.60, -8.19)
H (-9.35, -24.92, -7.09)
H (-6.81, -22.49, -5.96)
H (-7.05, -24.02, -6.68)
H (-7.49, -23.74, -5.00)
H (-10.52, -25.07, -9.08)
H (-12.10, -24.45, -9.30)
C (-10.59, -14.25, -7.39)
C (-10.77, -13.15, -8.38)
C (-12.26, -12.66, -8.42)
O (-13.16, -13.72, -8.90)
C (-13.26, -13.92, -10.32)
N (-9.86, -12.05, -8.05)
H (-11.01, -15.17, -7.80)
H (-11.01, -13.91, -6.44)
H (-9.51, -14.39, -7.33)
H (-10.41, -13.44, -9.37)
H (-12.34, -11.87, -9.17)
H (-12.65, -12.29, -7.47)
H (-13.91, -14.79, -10.46)
H (-12.26, -14.14, -10.71)
H (-13.67, -13.08, -10.87)
H (-9.77, -11.94, -7.05)
H (-10.14, -11.21, -8.55)
C (-13.78, -16.24, -14.57)
C (-14.07, -17.43, -13.63)
C (-13.49, -18.80, -14.20)
O (-14.09, -19.29, -15.30)
C (-13.31, -20.31, -16.04)
N (-13.65, -17.09, -12.29)
H (-14.08, -16.59, -15.56)
H (-12.71, -16.03, -14.62)
H (-14.31, -15.29, -14.49)
H (-15.15, -17.42, -13.47)
H (-13.49, -19.60, -13.46)
H (-12.50, -18.53, -14.57)
H (-13.87, -20.83, -16.82)
H (-12.94, -21.13, -15.43)
H (-12.42, -19.95, -16.54)
H (-12.64, -17.19, -12.29)
H (-13.96, -17.86, -11.71)
C (-11.29, -20.89, -11.14)
C (-10.75, -19.45, -11.40)
C (-10.79, -18.43, -10.27)
O (-12.15, -18.33, -9.88)
C (-12.42, -17.82, -8.63)
N (-9.39, -19.62, -11.85)
H (-12.38, -20.87, -11.15)
H (-11.04, -21.17, -10.12)
H (-11.01, -21.55, -11.96)
H (-11.33, -18.98, -12.20)
H (-10.27, -17.49, -10.47)
H (-10.16, -18.76, -9.44)
H (-13.43, -17.90, -8.21)
H (-12.42, -16.73, -8.69)
H (-11.68, -18.16, -7.91)
H (-8.82, -18.82, -12.07)
H (-8.85, -20.01, -11.09)
C (-9.48, -18.43, -5.64)
C (-9.60, -19.93, -5.19)
C (-10.90, -20.62, -5.70)
O (-12.03, -19.91, -5.33)
C (-13.21, -20.34, -5.86)
N (-8.40, -20.42, -5.69)
H (-8.51, -18.06, -5.31)
H (-10.38, -17.98, -5.22)
H (-9.56, -18.29, -6.72)
H (-9.65, -20.15, -4.12)
H (-10.85, -21.66, -5.37)
H (-10.90, -20.68, -6.79)
H (-13.55, -21.31, -5.48)
H (-13.29, -20.39, -6.95)
H (-13.86, -19.58, -5.43)
H (-8.40, -20.04, -6.63)
H (-8.56, -21.40, -5.84)
C (-5.50, -15.93, -9.72)
C (-6.77, -16.85, -9.66)
C (-6.50, -18.19, -8.90)
O (-5.64, -19.04, -9.67)
C (-5.49, -20.31, -9.05)
N (-7.84, -16.12, -8.94)
H (-5.47, -15.21, -10.54)
H (-4.57, -16.49, -9.84)
H (-5.46, -15.50, -8.72)
H (-7.12, -17.12, -10.65)
H (-7.44, -18.73, -8.81)
H (-6.19, -18.01, -7.87)
H (-6.37, -20.77, -8.60)
H (-4.89, -20.13, -8.16)
H (-5.08, -21.12, -9.66)
H (-7.88, -15.20, -9.35)
H (-7.71, -15.98, -7.94)

Expectation value of S²: 0.759
Electronic energy (Eh): -2022.38092
Net charge: +1
Relative energy (zero: lowest compared OMol25 entry of this formula, charge and spin) (kJ/mol): 212.8
HOMO energy (spin up / spin down) (eV): -10.3 / -10.3
Spin multiplicity: 2
Orbital gap (spin up / spin down) (eV): 7.7 / 1.8